(1)
The molecule C5H6O2. Source: OMol25; level of theory: ωB97M-V with the def2-TZVPD basis set.

Structure (XYZ):
```
13
Properties=species:S:1:pos:R:3
C -1.81196 0.68096 -0.17628
C -0.36798 0.48369 0.21820
O -0.11562 -0.85721 0.74614
C 0.61987 0.25159 -0.93541
O 0.86260 0.83649 -1.95128
C 1.19052 -0.95043 -0.25207
C 2.12594 -1.35786 0.55973
H -2.45667 0.70297 0.70691
H -2.13646 -0.13168 -0.83232
H -1.90847 1.62949 -0.71619
H -0.00141 1.24353 0.91804
H 0.81919 -1.09614 1.38059
H 3.18045 -1.43542 0.33395
```

As for the largest force on an atom: 0.015 hartree/bohr. The calculated total energy is -344.40745 Ha. The lowest unoccupied orbital energy comes out at 0.07 eV. For the HOMO-LUMO gap, the calculation gives 9.4 eV. Its charge is 0. The value obtained for the HOMO energy is -9.37 eV.

(2)
The molecule H4OP2S in a non-equilibrium geometry. Source: OMol25; level of theory: ωB97M-V with the def2-TZVPD basis set.

Structure (XYZ):
```
8
Properties=species:S:1:pos:R:3
O -0.45636 1.38342 -0.21717
P -0.91244 -0.14588 -0.54616
P 0.70144 -1.54922 0.16067
S -2.61198 -0.39670 0.30071
H -1.24621 1.75316 0.03521
H -0.86423 -0.23358 -1.98789
H 1.67002 -0.69534 -0.15124
H 0.65178 -2.15167 -1.29404
```

As for the largest force on an atom: 0.085 hartree/bohr. Its structure (SMILES) is O[P@@H](P)=S. The calculated total energy is -1158.52495 Ha. The lowest unoccupied orbital energy comes out at 0.35 eV. For the HOMO-LUMO gap, the calculation gives 9.5 eV. Its charge is 0. The value obtained for the HOMO energy is -9.11 eV.